# CH4N2O3

CH4N2O3 in the gas phase (ωB97M-V/def2-TZVPD, OMol25).

Geometry (Å):
O (-2.10207, -0.36460, -0.15325)
O (1.04880, -1.42484, -0.50995)
O (0.97549, 1.11946, 0.06177)
N (-0.00253, -1.02745, 0.39477)
N (-0.25005, 1.04421, -0.50230)
C (-0.92727, -0.01206, -0.10142)
H (1.87731, -0.89512, -0.13348)
H (-0.57706, 1.99207, -0.37979)
H (0.75299, 1.26886, 1.04332)
H (-0.79561, -1.70053, 0.28034)

Values from the calculation:
E_LUMO in eV: 0.298
SMILES string: O=C(NO)NO
Relative energy (zero: lowest compared OMol25 entry of this formula, charge and spin) in kcal per mole: 48.78

# C3H7NO2

C3H7NO2 in the gas phase (ωB97M-V/def2-TZVPD, OMol25).

Geometry (Å):
O (-0.19859, -0.99928, -2.30741)
O (0.96368, 1.45684, 2.67504)
N (-0.32429, 0.55225, 0.95956)
C (-0.29551, 0.11609, -1.39356)
C (0.74681, 0.62011, 1.78169)
C (-0.35727, -0.43042, -0.06105)
H (1.27445, -0.33315, 1.77023)
H (0.57620, -1.03890, 0.09101)
H (-1.02890, 0.80249, -1.77209)
H (0.61359, 0.66295, -1.39982)
H (-0.89539, 1.32270, 1.19559)
H (0.14474, -1.68360, -1.70552)
H (-1.21952, -1.04807, 0.16633)

Values from the calculation:
E_LUMO in eV: 0.740
SMILES string: O=CNCCO
Relative energy (zero: lowest compared OMol25 entry of this formula, charge and spin) in kcal per mole: 45.00

# C44H51FIN5O10P3S

3 unconnected molecules or ions with the total composition C44H51FIN5O10P3S (ωB97M-V/def2-TZVPD, OMol25).

Geometry (Å):
I (4.76709, 2.41222, -0.56807)
S (-2.07587, 1.78245, -4.56597)
P (6.78493, -2.63656, -2.29288)
P (3.86047, 2.15698, -2.83927)
P (-0.38394, 1.36666, 0.06224)
F (1.43060, 3.14332, -0.90856)
O (7.58548, -1.30802, -2.58982)
O (5.09902, 1.51193, -3.93929)
O (-1.76370, -1.09057, 6.11182)
O (7.27030, -3.13803, -0.66181)
O (0.49609, 1.29917, 1.41066)
O (1.63557, 0.77697, -1.66858)
O (-5.31217, 0.10622, 2.32058)
O (-4.75528, -5.09513, 1.25096)
O (-2.10192, 3.57297, 8.68969)
O (7.40157, -3.85778, -3.37851)
N (0.76620, 3.51904, -4.74710)
N (1.65079, 1.22398, -4.14870)
N (-0.06211, 2.38405, -2.62270)
N (-1.08496, 5.23997, -6.97193)
N (0.11344, -0.82391, -4.08836)
C (-4.15220, 3.00961, -6.04615)
C (-2.70660, -0.86087, 2.01625)
C (-5.18300, -1.09214, 2.10273)
C (-6.36683, -1.97143, 2.02868)
C (-1.29325, 3.65196, 6.01546)
C (-2.26432, 1.23391, 8.81476)
C (8.94698, -1.44922, 0.45095)
C (4.88508, -2.46677, -2.28681)
C (0.73939, 1.90699, -1.44033)
C (-6.22340, -3.32547, 1.72968)
C (-2.41430, -3.59672, 1.54168)
C (4.33436, -0.92941, -1.99112)
C (2.41092, 0.85031, -2.90386)
C (-7.64225, -1.43896, 2.25813)
C (-1.43257, -1.41494, 1.88382)
C (-1.24873, 5.02210, -5.62519)
C (-0.74741, 2.39826, 4.02270)
C (-1.58682, 2.45811, 6.68768)
C (0.76230, 2.41255, -3.88723)
C (-4.88206, -3.90767, 1.52674)
C (-1.05340, 1.20829, 4.68651)
C (-3.88748, 2.24823, -4.58030)
C (6.76954, -3.79226, -4.70555)
C (-2.49478, -1.17499, 8.80909)
C (-1.99442, 2.50066, 8.10592)
C (8.69329, -2.83358, -0.42762)
C (-0.87452, 3.61922, 4.68451)
C (3.19725, -0.61003, -3.12330)
C (-8.76839, -2.26087, 2.17689)
C (-2.86106, 0.06592, 10.85078)
C (-2.82377, -1.14793, 10.16509)
C (-3.69395, -3.04245, 1.66720)
C (-2.20300, 0.01802, 8.13507)
C (-7.35574, -4.14526, 1.63440)
C (-1.39948, 1.71851, -2.77896)
C (-1.28598, -2.78306, 1.65626)
C (-8.62554, -3.61096, 1.85795)
C (-1.81435, -0.02323, 6.71053)
C (7.09239, -2.43415, -5.56511)
C (-1.47936, 1.23860, 6.02085)
C (-3.83981, -1.67887, 1.91919)
C (1.00608, 0.09915, -4.87979)
C (-2.58791, 1.25732, 10.17682)
C (-0.06125, 4.77416, -4.52232)
H (9.97513, -1.50876, 1.05025)
H (5.27871, -0.23968, -2.01486)
H (-3.21093, 2.85676, -6.74867)
H (4.49173, -3.12420, -1.37497)
H (3.78788, -0.94160, -0.93496)
H (0.43522, -1.83113, -4.21234)
H (7.28028, -2.64819, -6.71843)
H (8.11521, -1.29525, 1.27832)
H (-0.64319, 4.54685, 4.16547)
H (4.34657, -2.89498, -3.24224)
H (1.40139, 3.43352, -5.58787)
H (-2.29231, -4.66305, 1.35882)
H (0.30682, 0.58600, -5.71768)
H (-2.36838, 5.04851, -5.21252)
H (-2.17876, 2.26830, -2.07447)
H (4.59708, 1.23585, -4.76306)
H (-4.16115, 2.92679, -3.66639)
H (-7.76276, -0.38523, 2.50455)
H (-0.55350, -0.77922, 1.96396)
H (-4.55236, 1.26277, -4.62708)
H (5.60212, -3.93249, -4.69651)
H (3.67584, -0.67338, -4.21505)
H (-2.81314, 0.20692, 2.19930)
H (6.13887, -1.71908, -5.53154)
H (-0.41182, 2.37204, 2.98821)
H (-3.04564, -2.07558, 10.68812)
H (9.35035, -2.84492, -1.42253)
H (-2.46224, -2.12675, 8.28170)
H (-9.50318, -4.24986, 1.78747)
H (-1.28653, 2.50728, 0.27349)
H (7.20450, -4.70515, -5.33070)
H (-3.10506, 0.08573, 11.91062)
H (-1.44430, 0.58242, -2.49392)
H (-9.75733, -1.84648, 2.36057)
H (-1.09375, 0.13762, -0.18342)
H (-0.95457, 0.25946, 4.16157)
H (-2.62401, 2.20171, 10.71740)
H (-4.27372, 4.15593, -5.84333)
H (-0.05901, 5.21494, -7.16249)
H (9.05025, -0.48484, -0.23959)
H (-0.29266, -3.21697, 1.56570)
H (-1.38545, 4.60855, 6.52714)
H (9.11898, -3.71267, 0.24080)
H (1.74725, -0.60182, -5.50072)
H (-0.86460, -0.84385, -4.50809)
H (2.43794, -1.53072, -3.08488)
H (-7.25159, -5.20126, 1.39066)
H (0.69932, 5.68594, -4.64850)
H (-0.46210, 4.88065, -3.40278)
H (7.99104, -1.79004, -5.13463)
H (-5.12976, 2.55617, -6.54692)

Values from the calculation:
E_LUMO in eV: -5.127
Net charge: +1
Relative energy (zero: lowest compared OMol25 entry of this formula, charge and spin) in kcal per mole: 239.47

# C19H26F3MnO9

A molecular structure, C19H26F3MnO9 (ωB97M-V/def2-TZVPD, OMol25).

Geometry (Å):
Mn (-40.45107, -4.01502, 2.65498)
F (-38.98421, -7.94598, 5.95248)
F (-38.36005, -5.92801, 5.43885)
F (-38.02521, -7.56598, 4.04400)
O (-38.88951, -4.25009, 1.08913)
O (-42.29478, -3.71843, 3.71969)
O (-40.58772, -1.97873, 2.09436)
O (-41.85327, -4.23986, 0.90260)
O (-41.24965, -6.20507, 5.16292)
O (-40.22954, -6.01540, 3.18554)
O (-39.29337, -3.06631, 4.13096)
O (-39.76045, 2.28709, 3.73746)
O (-38.38595, 1.16393, 5.88313)
C (-43.37134, -4.86384, -0.84987)
C (-38.90423, -7.05364, 4.93047)
C (-38.76153, -0.95192, 5.11603)
C (-40.27425, 0.21360, 2.91831)
C (-37.11680, -5.74767, 0.77412)
C (-39.30107, -1.81067, 4.12598)
C (-40.08713, -1.16779, 2.93072)
C (-43.15680, -3.32356, 4.46291)
C (-37.22002, -3.39536, -0.36307)
C (-41.98366, -2.68215, -0.87545)
C (-39.67578, 1.04917, 3.84777)
C (-38.84646, 0.43838, 4.97809)
C (-41.30839, -6.70130, 6.48347)
C (-44.58348, -3.82818, 4.29068)
C (-40.26211, -6.79425, 4.26907)
C (-37.82681, -4.45795, 0.56189)
C (-42.49734, -6.02572, 7.14612)
C (-42.36234, -3.95900, -0.15390)
C (-42.92820, -2.22407, 5.44608)
H (-43.67228, -4.38960, -1.78040)
H (-37.76920, -6.43629, 1.30588)
H (-45.21575, -3.34602, 5.03705)
H (-36.16630, -3.46692, -0.61948)
H (-36.27911, -5.46547, 1.42660)
H (-44.65013, -4.89522, 4.50512)
H (-43.68683, -2.17393, 6.22855)
H (-41.96465, -2.31024, 5.95319)
H (-42.55757, -6.25946, 8.21297)
H (-37.50888, -2.44030, 0.07284)
H (-40.70017, -7.77957, 4.03060)
H (-44.94686, -3.61755, 3.28758)
H (-38.22577, -1.43826, 5.91797)
H (-43.44621, -6.26997, 6.66747)
H (-42.95265, -5.84509, -1.06669)
H (-42.92119, -2.16690, -1.10359)
H (-40.42789, -6.46796, 7.08985)
H (-41.44828, -7.78809, 6.53674)
H (-37.74630, -3.48988, -1.31832)
H (-36.65474, -6.14920, -0.12675)
H (-42.92234, -1.23162, 4.98770)
H (-44.19265, -4.98399, -0.14185)
H (-42.38697, -4.93797, 7.13796)
H (-40.79662, 0.71698, 2.11289)
H (-41.46655, -2.04589, -0.15285)
H (-41.33989, -2.82257, -1.74079)

Values from the calculation:
E_LUMO (spin up / spin down) in eV: 2.175 / 2.174
Net charge: -1
Relative energy (zero: lowest compared OMol25 entry of this formula, charge and spin) in kcal per mole: 2.78
Spin multiplicity: 6

- Among the records above, which one has the lowest relative energy (zero: lowest compared OMol25 entry of this formula, charge and spin)?
  C19H26F3MnO9

- What is the formula in the third record?
  C44H51FIN5O10P3S

- What is the relative energy (zero: lowest compared OMol25 entry of this formula, charge and spin) in the fourth record?
  2.78 kcal per mole